[1]
Molecular formula: C21H70N14O14
Method: DFT, ωB97M-V/def2-TZVPD

The geometry in XYZ format:
```
119
Properties=species:S:1:pos:R:3:lowdin_charge:R:1
C 5.96076 2.33833 2.30616 -0.08
C 4.70111 1.81213 1.67320 -0.37
O 4.23741 2.76827 0.75689 -0.08
H 6.23001 1.70322 3.16402 0.08
H 5.79417 3.37628 2.71329 0.10
H 6.72238 2.39335 1.54816 0.07
H 3.94070 1.62628 2.44343 0.11
H 4.81126 0.81120 1.21130 0.09
H 3.45996 2.32323 0.38681 0.04
C -4.17353 1.99289 -0.59819 -0.07
C -3.84950 3.27427 0.10560 -0.27
O -2.85419 2.95053 1.12405 -0.14
H -4.65887 1.38808 0.09404 0.05
H -3.38178 1.50966 -1.13257 0.07
H -4.78660 2.20043 -1.46182 0.08
H -4.82781 3.74476 0.48519 0.14
H -3.43601 3.99883 -0.58417 0.10
H -2.59111 3.73602 1.61977 0.05
C 1.41433 0.52368 0.20096 -0.06
C -0.08371 0.38726 0.38596 -0.28
O -0.67713 -0.47939 -0.58766 -0.10
H 1.64531 0.75122 -0.85976 0.07
H 1.85495 -0.43162 0.48406 0.05
H 1.86592 1.36190 0.78872 0.07
H -0.44089 1.41384 0.30338 0.10
H -0.25197 -0.04845 1.34849 0.09
H -1.22665 -1.15062 -0.12493 0.05
C -0.96853 -1.69656 4.51008 -0.08
C -0.64904 -2.78399 3.51799 -0.25
O 0.15307 -2.27899 2.37414 -0.14
H -0.09199 -1.11274 4.76100 0.07
H -1.49300 -2.10691 5.41402 0.10
H -1.64748 -0.98492 4.07499 0.03
H -1.56556 -3.19467 3.08177 0.11
H -0.03408 -3.50567 4.01589 0.10
H -0.49367 -2.09450 1.66543 0.03
C -2.35087 -5.90607 -4.47687 -0.11
C -3.60935 -5.40552 -3.86770 -0.29
O -3.52100 -4.83342 -2.49996 -0.13
H -1.99888 -6.79075 -3.90696 0.09
H -1.50684 -5.17803 -4.46089 0.09
H -2.45353 -6.23437 -5.51213 0.08
H -4.27829 -6.25749 -3.80376 0.11
H -4.06264 -4.56966 -4.42165 0.11
H -2.66886 -4.32437 -2.58315 0.07
C 4.74697 -0.05089 -1.66748 -0.10
C 4.73168 -1.03967 -2.74291 -0.30
O 4.56302 -0.47844 -4.07642 -0.12
H 5.23591 0.84931 -2.06318 0.10
H 5.32824 -0.39119 -0.81523 0.05
H 3.79605 0.18967 -1.19591 0.05
H 4.02550 -1.88074 -2.66749 0.09
H 5.71278 -1.52635 -2.83336 0.12
H 3.60788 -0.29965 -4.26479 0.05
C 0.18586 3.17034 3.85222 -0.07
C -1.12699 3.66530 4.46501 -0.32
O -2.08735 3.66350 3.47097 -0.11
H 0.54395 3.75628 2.98378 0.06
H -0.00698 2.18011 3.47204 0.06
H 0.93452 3.18794 4.63919 0.07
H -0.96604 4.72474 4.75546 0.12
H -1.41172 3.09193 5.31647 0.11
H -2.27710 2.73281 3.29618 0.05
C -3.39882 -2.46617 0.99149 -0.56
O -2.45260 -1.73022 1.39143 -0.07
N -3.19646 -3.27768 -0.06889 0.17
N -4.62392 -2.56824 1.67871 0.16
H -4.00695 -3.80477 -0.47933 0.12
H -2.32430 -3.23819 -0.59252 0.05
H -4.77221 -1.91004 2.46713 0.05
H -5.41137 -3.15747 1.35061 0.11
C -2.30891 0.21102 -4.60461 -0.59
O -3.40986 0.71170 -4.25755 -0.02
N -1.77991 0.42994 -5.87950 0.14
N -1.39482 -0.49296 -3.79608 0.14
H -2.24978 1.04022 -6.47801 0.07
H -1.12580 -0.24282 -6.27693 0.11
H -1.50877 -0.53779 -2.76739 0.09
H -0.43234 -0.28485 -4.00399 0.03
C 0.46628 -2.95769 -1.31142 -0.60
O -0.73456 -3.04997 -1.41898 0.00
N 1.19276 -3.42824 -0.19688 0.16
N 1.15395 -2.37124 -2.37710 0.18
H 0.78836 -4.23397 0.32233 0.14
H 2.14100 -3.62764 -0.37970 0.04
H 0.49190 -1.85609 -2.92802 0.05
H 2.09063 -1.88179 -2.31181 0.10
C 1.00677 4.58628 -0.13456 -0.70
O 1.14361 3.89369 -1.09256 0.04
N 2.01710 5.18546 0.56186 0.16
N -0.23836 4.91289 0.30717 0.16
H 2.95399 4.98715 0.23172 0.10
H 1.89531 5.92724 1.26633 0.12
H -1.06780 4.28575 0.12735 0.11
H -0.26613 5.08519 1.30198 0.07
C -4.64218 0.29734 3.60045 -0.67
O -4.91028 -0.87819 3.98094 -0.03
N -3.50547 0.65010 2.95659 0.17
N -5.53887 1.26476 3.75866 0.16
H -3.01821 -0.22273 2.57361 0.10
H -3.65053 1.29842 2.20527 0.06
H -6.27531 0.89695 4.33978 0.11
H -5.19654 2.23319 3.85343 0.13
C 1.80319 1.38601 -3.73973 -0.67
O 1.66595 0.21149 -4.13834 -0.02
N 2.99931 1.97153 -3.81306 0.19
N 0.79846 2.20343 -3.37148 0.19
H 3.07056 2.86473 -3.37278 0.11
H 3.76163 1.34321 -3.94172 0.06
H 1.07448 2.89129 -2.68398 0.05
H -0.12531 1.76588 -3.33400 0.11
C 4.09772 -2.38113 0.95266 -0.69
O 3.98330 -2.86104 -0.15292 0.01
N 5.33740 -1.99725 1.35984 0.13
N 3.06172 -2.13849 1.83361 0.16
H 6.01024 -2.19075 0.57536 0.13
H 5.56052 -1.24027 2.01782 0.10
H 2.10562 -2.33381 1.54332 0.04
H 3.20047 -1.73533 2.75323 0.11
```

Summary:
LUMO = 0.3187 eV
Gap between HOMO and LUMO = 9.76 eV
HOMO level = -9.44 eV
Energy relative to the best compared isomer or geometry (same formula, charge and spin) = 26.0 kcal per mole

---

[2]
Molecular formula: C21H70O21
Method: DFT, ωB97M-V/def2-TZVPD

The geometry in XYZ format:
```
112
Properties=species:S:1:pos:R:3:lowdin_charge:R:1
C -3.57076 -1.96445 -2.15426 -0.14
O -4.78492 -1.57268 -2.82411 -0.12
H -3.36655 -3.03311 -2.11709 0.07
H -2.78113 -1.49576 -2.73881 0.08
H -3.59506 -1.47411 -1.18040 0.06
H -5.53087 -1.77324 -2.25305 0.06
C 3.00226 -2.75685 -0.88296 -0.14
O 3.10649 -3.48166 -2.09135 -0.12
H 3.54166 -1.80796 -0.93537 0.06
H 1.96698 -2.48810 -0.65219 0.05
H 3.39682 -3.45037 -0.14143 0.09
H 2.95217 -2.88924 -2.83265 0.06
C -0.55680 1.78324 4.03087 -0.12
O 0.60807 1.12559 3.54984 -0.14
H -1.11384 1.93739 3.10470 0.07
H -1.18055 1.18717 4.69810 0.08
H -0.25493 2.74457 4.45065 0.09
H 1.14997 0.80637 4.27996 0.10
C 4.53086 0.73336 -2.55113 -0.16
O 5.45201 1.05637 -1.52687 -0.11
H 4.82674 1.02903 -3.55802 0.08
H 4.33465 -0.34642 -2.55094 0.06
H 3.54564 1.11760 -2.29107 0.06
H 6.35194 0.82547 -1.76603 0.08
C -4.58006 1.27351 0.67869 -0.13
O -3.26428 1.40373 0.16782 -0.16
H -5.24395 2.08080 0.37751 0.09
H -5.02919 0.31535 0.39169 0.08
H -4.49799 1.11810 1.75789 0.08
H -3.26838 2.10252 -0.49025 0.08
C -4.26515 -3.55360 0.77380 -0.15
O -3.85168 -4.79613 0.18227 -0.11
H -5.09102 -3.18349 0.17598 0.09
H -4.40892 -3.61280 1.85336 0.07
H -3.44462 -2.82757 0.74794 0.05
H -3.12533 -5.13744 0.71292 0.07
C -0.78381 3.94792 -2.52382 -0.11
O 0.53926 4.14285 -3.04062 -0.10
H -1.45334 3.60909 -3.30995 0.11
H -0.65432 3.24406 -1.69861 0.07
H -1.16280 4.90798 -2.16516 0.08
H 1.06602 4.54448 -2.34158 0.09
C -1.27742 3.59940 0.55497 -0.21
C -2.57106 3.83638 1.27465 -0.23
O -2.43470 4.36963 2.60313 -0.07
O -0.90671 4.80359 -0.15311 -0.11
H -1.39223 2.80898 -0.19493 0.06
H -0.45498 3.21730 1.15509 0.11
H -3.04357 2.86439 1.45320 0.08
H -3.33767 4.43759 0.78123 0.13
H -2.06694 5.25237 2.47396 0.09
H -1.48672 4.95662 -0.90167 0.03
C 0.58686 -5.41623 -2.76859 -0.25
C 0.04784 -5.12212 -1.40882 -0.20
O -1.02871 -4.16237 -1.48185 -0.09
O -0.27489 -6.26408 -3.52551 -0.06
H 1.48684 -6.00559 -2.56337 0.13
H 0.76818 -4.47922 -3.29724 0.12
H 0.77515 -4.73240 -0.69918 0.12
H -0.33491 -6.06015 -0.99484 0.13
H -1.86375 -4.64055 -1.51411 0.08
H 0.25482 -6.64766 -4.22714 0.08
C 4.83499 -0.15611 2.83145 -0.23
C 4.03696 0.28123 1.63636 -0.24
O 2.64798 -0.05383 1.76243 -0.09
O 4.85133 -1.58052 2.81978 -0.07
H 4.43304 0.22720 3.77304 0.12
H 5.82722 0.28065 2.71916 0.12
H 4.33254 -0.25145 0.72937 0.10
H 4.09823 1.35648 1.44482 0.11
H 2.11751 0.46410 1.14886 0.03
H 3.93786 -1.87760 2.76479 0.07
C 1.24834 0.83356 -4.47611 -0.20
C 1.40631 -0.68597 -4.47117 -0.21
O 0.16723 -1.37802 -4.24249 -0.08
O 1.22332 1.36981 -3.15039 -0.11
H 0.35754 1.20959 -4.97994 0.13
H 2.15895 1.20847 -4.95734 0.12
H 2.14338 -1.02585 -3.74046 0.10
H 1.74381 -0.95317 -5.47168 0.12
H -0.15942 -1.13194 -3.36272 0.04
H 1.16248 2.33261 -3.24119 0.06
C 2.79786 4.56631 1.40189 -0.22
C 2.30882 4.23823 2.81399 -0.22
O 2.75124 2.93134 3.16525 -0.08
O 2.03826 3.85450 0.41417 -0.07
H 3.86424 4.33215 1.34314 0.12
H 2.73220 5.63084 1.17533 0.12
H 1.22106 4.19800 2.90352 0.11
H 2.72173 4.97574 3.50552 0.12
H 2.00840 2.31285 3.13173 0.03
H 2.09648 2.92593 0.67270 0.05
C -2.06940 -2.52463 3.35718 -0.23
C -2.81580 -1.21823 3.15659 -0.23
O -4.20177 -1.34749 3.46488 -0.07
O -1.84475 -2.73233 4.74908 -0.05
H -1.12887 -2.51086 2.80252 0.12
H -2.57465 -3.40384 2.95146 0.10
H -2.84409 -0.89986 2.11108 0.10
H -2.33410 -0.42858 3.73639 0.10
H -4.32315 -1.20114 4.40819 0.09
H -2.71122 -2.84287 5.15237 0.08
C -0.17751 0.56555 -0.09007 -0.22
C -0.38133 -0.94215 -0.11286 -0.22
O -0.33623 -1.46120 -1.42558 -0.08
O 1.14424 0.92837 -0.45624 -0.07
H -0.34230 0.92033 0.92761 0.11
H -0.93779 0.97910 -0.75747 0.10
H -1.29078 -1.23917 0.42032 0.10
H 0.39935 -1.37275 0.52670 0.11
H -0.49052 -2.41732 -1.46951 0.05
H 1.19404 0.70655 -1.39863 0.06
```

Summary:
LUMO = 0.2371 eV
Gap between HOMO and LUMO = 9.83 eV
HOMO level = -9.59 eV
Energy relative to the best compared isomer or geometry (same formula, charge and spin) = 51.9 kcal per mole

---

> Which of these has the highest gap between HOMO and LUMO?

C21H70O21

---

> energy relative to the best compared isomer or geometry (same formula, charge and spin) of number 2 (C21H70O21)?

51.9 kcal per mole

---

> Which formula does entry 2 have?

C21H70O21